Computed, not measured: a cluster of 2 separate species, C6H15NS in total at a distorted geometry, with ωB97M-V/def2-TZVPD.

XYZ file:
```
23
Properties=species:S:1:pos:R:3:forces:R:3:nbo_charge:R:1
C -0.052211 0.714671 -1.901562 0.8311 0.2961 -0.1572 -0.210
N -0.331485 0.620214 -0.477341 -0.6750 -0.1438 0.8444 -0.641
C 0.510509 -0.275687 0.304872 0.7320 -0.4944 -0.6159 -0.045
C 0.240547 -0.109466 1.796179 -0.8303 -0.0812 -0.0572 -0.550
S 1.358055 -1.130701 2.784578 2.8522 2.2355 -2.0509 0.003
C 0.404136 -1.753349 -0.112780 1.5684 0.3133 -0.1364 -0.644
C -0.964216 1.736661 -2.565737 -0.2679 -0.0808 -0.5688 -0.393
C -2.466184 1.436411 -2.344549 0.9742 -0.1756 -0.1827 -0.614
H 1.024890 1.025041 -2.058274 -1.0255 -0.2288 0.3992 0.193
H -0.142839 -0.240016 -2.422988 -0.1408 -0.2591 -0.1124 0.160
H -1.302924 0.321342 -0.283134 0.6582 0.3945 -0.5540 0.352
H 1.582018 0.011834 0.132691 -0.7063 0.0492 0.0996 0.188
H 0.346852 0.938491 2.075926 -0.0926 -0.0801 0.0342 0.228
H -0.811094 -0.428582 2.028000 0.8084 0.1720 -0.1118 0.221
H 2.755544 -0.242089 1.748724 -2.5169 -2.0410 2.3590 0.092
H 1.211704 -2.319282 0.395911 -0.7247 0.1138 -0.2847 0.232
H -0.555082 -2.167880 0.102213 -0.7710 -0.3501 0.3894 0.201
H 0.573253 -1.859411 -1.183547 0.0086 0.0441 -0.0578 0.208
H -0.707576 1.789337 -3.647093 -0.2463 -0.1017 0.5833 0.200
H -0.753641 2.714659 -2.145291 0.1007 0.2272 0.0636 0.202
H -2.692813 0.393265 -2.632248 -0.1313 0.5078 0.0895 0.200
H -2.658448 1.588668 -1.289109 -0.3128 -0.1686 0.2212 0.201
H -3.088743 2.149301 -2.878798 -0.0924 -0.1485 -0.1936 0.216
```
Forces are in eV/Å.

Properties
**Gap between HOMO and LUMO**: 8.21 eV
**Energy relative to the best compared isomer or geometry (same formula, charge and spin)**: 216.69 kJ/mol

Computed, not measured: a cluster of 2 separate species, C6H15O2 in total at a distorted geometry, with ωB97M-V/def2-TZVPD.

XYZ file:
```
23
Properties=species:S:1:pos:R:3:forces:R:3:nbo_charge:R:1
C -1.823625 -0.289262 0.524290 0.2436 -2.1713 -3.5822 -0.071
O -2.128819 -1.258179 1.405565 0.5937 0.0984 -1.3922 -0.392
C -0.134726 -0.232084 0.111396 -1.5356 -2.0101 0.8059 -0.361
C 0.535146 1.076320 0.191694 -0.4424 3.2160 -1.2362 -0.453
C 0.587160 1.927794 -1.119899 -1.8882 2.4235 0.0834 -0.403
C 1.113606 1.295047 -2.411028 0.9338 -2.4626 0.7157 -0.408
C 2.032444 0.019200 -2.127560 -0.7798 -0.3876 0.2579 -0.629
H -2.060991 0.587654 1.007778 -0.4669 2.7381 0.2975 0.174
H -2.316883 -0.448709 -0.676446 1.0498 0.4549 3.5389 0.168
H -0.090025 -0.819133 -0.836107 0.0754 0.7505 0.9310 0.229
H 0.298456 -0.775731 0.931907 0.1679 -0.8965 0.1096 0.226
H 0.171231 1.683104 1.061717 -0.3948 -0.3507 -0.9022 0.229
H 1.580932 1.171213 0.417568 0.8248 -1.6517 0.4833 0.236
H -0.411354 2.291698 -1.508918 0.5085 -0.2802 1.1818 0.201
H 1.073976 2.912357 -0.799583 -0.1458 -1.3426 -0.7542 0.207
H 1.722160 1.961547 -2.988279 0.2636 0.6114 -0.1864 0.216
H 0.278304 1.036345 -3.063104 -0.0140 -0.1940 0.1544 0.198
H 2.016720 -0.803369 -2.902132 0.4783 1.4497 0.2338 0.220
H 3.008184 0.441312 -1.869323 0.2191 -0.6267 -0.4577 0.209
H 1.739145 -0.591560 -1.237976 0.1678 0.9214 -0.5732 0.201
H -0.593251 -2.101463 2.123724 1.4668 -1.4248 1.6809 0.461
H -0.963192 -1.575785 3.278044 -0.8101 0.8784 1.8226 0.463
O -0.285361 -2.210767 3.100406 -0.5155 0.2565 -3.2124 -0.923
```
Forces are in eV/Å.

Properties
**Gap between HOMO and LUMO (alpha / beta)**: 11.19 / 7.95 eV
**Energy relative to the best compared isomer or geometry (same formula, charge and spin)**: 254.13 kJ/mol
**Spin multiplicity**: 2

Computed, not measured: the ion C6H15OSi with charge +1 at a distorted geometry, with ωB97M-V/def2-TZVPD.

XYZ file:
```
23
Properties=species:S:1:pos:R:3:forces:R:3:nbo_charge:R:1
C 3.425603 -0.747716 -0.115735 -0.6947 0.6763 1.6065 0.355
C 0.029538 0.853436 -1.686481 -1.3125 0.4705 3.7724 -1.055
C -1.892499 -2.003724 -0.294753 -1.8862 -0.0372 -0.4528 -0.645
C -0.718995 2.161605 0.857511 -0.5325 0.4113 -0.5181 -1.118
C 1.600067 0.346853 0.901605 -2.0095 -0.9295 1.8892 -0.463
C -0.939701 -1.385914 0.714810 1.6148 0.3652 0.5374 -0.810
O 2.304325 -0.807493 0.456257 1.7870 -0.0824 -2.0189 -0.294
Si -0.255405 0.448146 0.155629 1.1849 -0.4421 0.1514 1.523
H 3.663210 -1.607811 -0.647896 0.5621 -1.6782 -0.8190 0.195
H 4.216769 0.035164 -0.029923 -1.2848 0.1232 -0.0102 0.210
H -0.857416 0.519802 -2.076490 -2.1614 -0.7761 -1.7867 0.244
H -0.025946 1.919003 -1.609001 0.5445 0.6347 -0.5770 0.250
H 0.836593 0.407142 -2.107362 2.3949 -0.9905 -1.5362 0.226
H -1.625220 -2.017186 -1.426010 -0.2958 0.1003 2.1568 0.223
H -2.225349 -3.001193 0.054246 0.7544 0.1031 -0.5279 0.235
H -2.874082 -1.476817 -0.117615 0.8481 -0.0987 -0.8916 0.219
H 0.192637 2.713696 1.239418 -1.1210 -0.6203 -0.3478 0.254
H -1.321746 2.859009 0.157844 1.1820 -1.2968 0.8615 0.272
H -1.407577 1.924923 1.653509 -0.0897 0.4408 0.7831 0.250
H 1.415592 0.114435 1.966062 0.1319 0.4001 -0.2529 0.238
H 2.200404 1.190887 0.778420 0.9603 1.4833 -0.1901 0.205
H -0.021090 -2.015074 0.892066 -0.3023 0.6074 -0.9368 0.223
H -1.324223 -1.567848 1.756413 -0.2745 1.1356 -0.8925 0.261
```
Forces are in eV/Å.

Properties
**Total charge**: +1
**Gap between HOMO and LUMO**: 7.85 eV
**Energy relative to the best compared isomer or geometry (same formula, charge and spin)**: 52.41 kJ/mol

Computed, not measured: a cluster of 2 separate species, C6H16 in total at a distorted geometry, with ωB97M-V/def2-TZVPD.

XYZ file:
```
22
Properties=species:S:1:pos:R:3:forces:R:3:nbo_charge:R:1
C -0.857435 -0.945730 -1.034256 -0.3756 -0.1757 -0.4454 -0.585
C -2.303475 -0.492488 -1.182067 -0.2154 -0.0646 -0.1526 -0.693
C -0.566254 -2.160564 -1.886254 0.6293 -1.0680 -0.3983 -0.759
H -0.188426 -0.144407 -1.330527 0.0862 0.1503 0.1375 0.193
H -0.636611 -1.192409 0.001728 0.0527 0.1308 0.1915 0.186
H -3.009276 -1.235506 -0.809684 0.0453 -0.1324 0.2012 0.187
H -0.587723 -2.027251 -2.970500 -0.2972 0.5220 -0.0057 0.190
H -2.563898 -0.376835 -2.239033 0.1053 0.2264 0.0353 0.189
H -2.516455 0.444760 -0.658235 0.0713 0.0137 -0.0567 0.195
H 0.450443 -2.550682 -1.729495 -0.0462 0.1501 0.2876 0.194
H -1.227488 -3.016107 -1.703225 -0.1226 0.2209 0.2262 0.185
C 0.791575 1.623175 1.300673 0.3291 0.1000 0.5785 -0.489
C 1.092010 0.964605 2.659577 0.1151 0.2235 0.2737 -0.684
C 1.801270 1.247596 0.217486 -0.0992 -0.2947 0.1198 -0.850
H -0.217217 1.372848 0.988091 -0.1446 -0.1065 -0.1114 0.193
H 0.795117 2.698337 1.480062 -0.0361 0.1326 -0.2920 0.184
H 2.152217 0.723662 2.755758 0.0079 -0.0797 -0.1341 0.195
H 2.162675 0.234814 0.404352 0.0995 -0.0204 -0.0346 0.194
H 1.360534 1.209102 -0.770601 -0.0693 0.2050 -0.3402 0.198
H 2.658888 1.919466 0.168892 0.0097 -0.0156 0.1414 0.192
H 0.890078 1.649924 3.492701 -0.1922 -0.0546 -0.0638 0.184
H 0.519453 0.053697 2.844560 0.0469 -0.0633 -0.1580 0.198
```
Forces are in eV/Å.

Properties
**Total charge**: -1
**Gap between HOMO and LUMO (alpha / beta)**: 2.60 / 12.05 eV
**Energy relative to the best compared isomer or geometry (same formula, charge and spin)**: 6.20 kJ/mol
**Spin multiplicity**: 2